Entry 1:
78
Properties=species:S:1:pos:R:3:mulliken_charge:R:1 method="wB97M-V/def2-TZVPD" homo_lumo_gap_ev="4.995 / 5.037" total_charge=0 total_energy_ha=-3990.26623 spin_multiplicity=4 fmax_ev_per_a=0.621 relative_energy_ev=0.000
Co 0.385 -0.491 -0.722 1.610
C 1.947 -2.384 -2.416 -0.885
C 1.111 -1.591 -3.408 -1.108
N -0.180 -1.191 -2.810 -0.359
C -1.202 -2.242 -2.767 -1.624
C -1.455 -2.786 -1.373 0.638
C -2.470 -3.690 -1.095 -1.096
C -2.613 -4.133 0.210 -0.552
C -1.748 -3.679 1.196 -1.076
C -0.757 -2.778 0.837 0.764
C 0.264 -2.242 1.822 -1.487
N 1.034 -1.109 1.308 0.063
C 2.480 -1.361 1.149 -0.819
C 2.725 -2.223 -0.081 -0.818
N 2.159 -1.547 -1.240 0.661
N -0.644 -2.354 -0.417 1.043
H 1.430 -3.304 -2.117 0.399
H 2.892 -2.670 -2.890 0.486
H 1.653 -0.675 -3.652 0.571
H 0.952 -2.172 -4.324 0.458
H -0.545 -0.395 -3.315 0.322
H -2.146 -1.857 -3.160 0.564
H -0.912 -3.081 -3.410 0.532
H -3.131 -4.031 -1.881 0.548
H -3.400 -4.833 0.461 0.431
H -1.837 -4.017 2.221 0.536
H -0.252 -1.963 2.741 0.459
H 0.939 -3.064 2.086 0.459
H 0.881 -0.285 1.879 -0.095
H 2.966 -0.392 1.019 0.177
H 2.901 -1.843 2.039 0.542
H 3.798 -2.413 -0.194 0.547
H 2.231 -3.194 0.041 0.281
H 2.797 -0.781 -1.551 -0.630
S 3.895 0.736 -2.691 -0.498
C 3.986 1.580 -1.176 0.051
C 5.261 1.916 -0.670 -0.987
C 5.453 2.567 0.534 0.736
C 6.791 2.853 0.982 -0.133
N 7.859 3.079 1.342 -0.557
C 4.341 2.935 1.306 0.290
C 3.078 2.633 0.817 -0.334
C 2.869 1.973 -0.393 0.043
S 1.173 1.697 -0.820 -0.468
C 4.458 3.575 2.583 -0.178
N 4.522 4.055 3.628 -0.593
H 6.122 1.634 -1.259 0.529
H 2.213 2.913 1.404 0.206
C -2.168 3.745 0.122 -0.994
O -2.679 2.686 0.938 -0.484
C -1.837 2.137 1.833 1.147
C -0.602 2.675 2.193 -0.508
C 0.139 2.112 3.218 -0.435
C -0.339 1.004 3.911 -0.933
C -1.544 0.442 3.527 -0.504
C -2.269 0.974 2.468 0.023
N -3.491 0.331 2.129 0.056
C -4.144 0.142 0.992 -0.783
C -3.807 0.343 -0.339 0.969
C -4.894 0.344 -1.276 -0.931
C -4.718 0.717 -2.565 -1.038
C -3.420 1.143 -2.987 -0.668
C -2.346 1.094 -2.160 -1.082
C -2.467 0.584 -0.813 1.737
O -1.458 0.357 -0.106 -0.459
H -2.956 3.970 -0.592 0.270
H -1.265 3.422 -0.401 0.350
H -1.959 4.631 0.724 0.404
H -0.220 3.537 1.669 0.352
H 1.091 2.554 3.485 0.481
H 0.222 0.583 4.735 0.390
H -1.931 -0.430 4.043 0.307
H -3.973 -0.028 2.938 0.361
H -5.152 -0.222 1.168 0.393
H -5.882 0.076 -0.916 0.358
H -5.549 0.738 -3.256 0.406
H -3.296 1.522 -3.995 0.508
H -1.361 1.438 -2.461 0.656

=====

Entry 2:
93
Properties=species:S:1:pos:R:3:mulliken_charge:R:1 method="wB97M-V/def2-TZVPD" homo_lumo_gap_ev=8.385 total_charge=0 total_energy_ha=-4268.72655 spin_multiplicity=1 fmax_ev_per_a=2.073
C 2.717 3.735 -3.601 -0.545
C 2.715 2.870 -4.846 0.751
O 1.661 2.526 -5.337 -0.502
O 3.891 2.480 -5.449 -0.408
C 4.554 1.431 -4.745 -0.653
C 3.663 0.190 -4.509 -0.998
C 3.328 0.040 -3.009 0.631
C 1.886 -0.226 -2.681 -0.215
C 0.894 -0.506 -3.516 -0.456
C -0.470 -0.688 -2.922 -0.435
O -1.272 -1.523 -3.279 -0.570
C -0.757 0.250 -1.749 1.490
N -2.073 0.792 -1.629 -0.564
C -2.306 1.637 -2.488 0.534
S -2.440 2.765 -3.538 -0.345
C 0.234 0.527 -0.913 -0.426
C 0.086 1.463 0.270 1.549
F -0.457 2.624 -0.249 -0.373
F -0.808 1.018 1.176 -0.297
C 1.417 1.875 0.900 -1.240
C 1.734 1.163 2.239 -0.826
Si 3.553 0.630 2.436 0.292
C 3.662 -1.258 2.261 -0.773
C 4.005 0.984 4.251 -1.297
C 4.681 1.545 1.227 0.424
C 5.191 0.861 0.154 -0.136
C 5.988 1.478 -0.771 -0.545
C 6.277 2.810 -0.635 -0.510
C 5.772 3.488 0.437 -0.756
C 4.986 2.886 1.370 -0.284
C 1.538 -0.167 -1.212 -0.033
O 2.238 -0.672 -0.359 -0.451
H 1.848 4.385 -3.688 0.358
H 3.600 4.365 -3.505 0.358
H 2.535 3.122 -2.718 -0.167
H 5.044 1.778 -3.827 0.271
H 5.372 1.114 -5.392 0.363
H 2.792 0.273 -5.154 0.382
H 4.232 -0.693 -4.799 0.472
H 3.962 -0.695 -2.509 0.548
H 3.578 0.990 -2.518 -0.284
H 1.056 -0.604 -4.581 0.511
H 1.289 2.932 1.138 0.666
H 2.228 1.828 0.174 -0.063
H 1.116 0.285 2.434 0.445
H 1.529 1.865 3.050 0.534
H 2.682 -1.682 2.485 0.045
H 3.954 -1.589 1.266 0.193
H 4.386 -1.643 2.981 0.427
H 4.600 1.891 4.374 0.333
H 3.077 1.109 4.817 0.368
H 4.506 0.129 4.706 0.332
H 4.998 -0.191 -0.009 0.166
H 6.371 0.923 -1.619 0.514
H 6.892 3.276 -1.393 0.426
H 6.005 4.543 0.522 0.380
H 4.581 3.452 2.199 0.421
F -1.886 -2.385 2.412 -0.228
C -2.342 -2.074 1.187 0.659
F -3.679 -1.869 1.304 -0.203
C -2.092 -3.182 0.157 0.895
F -2.811 -4.287 0.455 -0.316
F -2.577 -2.707 -1.021 -0.299
C -0.629 -3.590 -0.117 -0.767
O -0.092 -4.745 0.529 -0.452
C 0.443 -4.681 1.804 0.753
F 0.624 -3.403 2.186 -0.229
F 1.671 -5.236 1.734 -0.303
C -0.369 -5.490 2.822 0.131
F -1.655 -5.099 2.857 -0.205
F 0.149 -5.310 4.058 -0.255
H -1.880 -1.134 0.870 -0.255
H -0.614 -3.865 -1.172 0.473
H 0.049 -2.738 -0.035 0.321
H -0.339 -6.552 2.572 0.241
F -8.620 -0.317 3.462 -0.227
C -7.307 -0.278 3.747 0.063
F -7.161 0.527 4.828 -0.269
C -6.464 0.273 2.591 0.933
F -6.749 1.576 2.377 -0.284
F -5.170 0.227 3.018 -0.278
C -6.500 -0.479 1.244 -0.593
O -7.360 0.012 0.211 -0.408
C -8.698 -0.329 0.152 0.727
F -8.974 -1.346 0.989 -0.291
F -8.924 -0.791 -1.097 -0.300
C -9.622 0.875 0.368 0.210
F -9.371 1.494 1.534 -0.214
F -10.910 0.461 0.391 -0.259
H -6.976 -1.283 4.022 0.283
H -5.506 -0.349 0.822 0.280
H -6.609 -1.554 1.381 0.408
H -9.494 1.599 -0.440 0.231

=====

Entry 3:
77
Properties=species:S:1:pos:R:3:mulliken_charge:R:1 method="wB97M-V/def2-TZVPD" homo_lumo_gap_ev="6.782 / 7.084" total_charge=-1 total_energy_ha=-6064.69889 spin_multiplicity=2 fmax_ev_per_a=1.036 relative_energy_ev=1.076
Ni -0.963 -0.463 0.346 0.417
C 0.228 -1.027 5.915 -1.011
Si 1.195 -2.409 5.159 0.140
C 0.563 -4.024 5.833 -1.081
C 2.968 -2.215 5.709 -1.072
C 1.206 -2.530 3.291 0.491
C 2.150 -3.375 2.725 -0.085
C 2.238 -3.571 1.346 -1.403
C 1.376 -2.845 0.556 -0.051
N 0.458 -2.014 1.051 0.096
C 0.310 -1.875 2.395 0.391
S -1.043 -0.884 2.811 -0.591
H 0.417 -1.031 6.996 0.297
H -0.841 -1.143 5.731 0.308
H 0.522 -0.058 5.503 0.328
H 0.636 -4.051 6.926 0.310
H 1.131 -4.868 5.429 0.338
H -0.487 -4.162 5.556 0.315
H 3.025 -2.177 6.803 0.313
H 3.389 -1.285 5.313 0.304
H 3.601 -3.040 5.370 0.313
H 2.847 -3.912 3.366 0.222
H 2.967 -4.235 0.902 0.436
H 1.413 -2.923 -0.526 0.309
O -0.220 1.380 1.078 -0.322
N -0.964 2.385 0.915 -0.596
N -2.130 2.108 0.463 0.921
O -2.491 0.901 0.096 -0.769
C -3.007 3.216 0.216 0.194
C -4.038 3.050 -0.690 -0.204
C -4.878 4.127 -0.957 -0.650
C -4.696 5.347 -0.321 -0.526
C -3.660 5.486 0.598 -0.501
C -2.815 4.423 0.875 -0.338
H -4.166 2.084 -1.159 0.480
H -5.684 4.004 -1.671 0.367
H -5.357 6.179 -0.530 0.397
H -3.512 6.428 1.112 0.373
H -2.002 4.518 1.579 0.459
F -2.776 -1.493 -1.505 -0.262
C -2.074 -1.842 -0.383 0.278
F -3.007 -2.080 0.582 -0.318
H -1.555 -2.777 -0.594 0.280
C 0.391 4.780 -2.533 -0.644
C 1.556 4.073 -2.269 -0.726
C 1.507 2.701 -2.035 -0.327
C 0.295 2.012 -2.066 0.106
C -0.866 2.739 -2.341 -0.325
C -0.826 4.109 -2.573 -0.718
Ge 0.177 0.102 -1.701 1.991
C 2.026 -0.505 -1.611 -0.762
C 2.777 -0.174 -0.477 0.125
C 4.094 -0.593 -0.343 -0.813
C 4.682 -1.363 -1.341 -0.522
C 3.951 -1.697 -2.474 -0.660
C 2.632 -1.268 -2.610 0.008
C -0.579 -0.711 -3.321 -0.567
C -1.182 0.009 -4.351 -0.290
C -1.746 -0.640 -5.450 -0.728
C -1.709 -2.024 -5.542 -0.547
C -1.104 -2.758 -4.529 -0.814
C -0.554 -2.106 -3.435 0.294
H 0.431 5.849 -2.706 0.366
H 2.509 4.588 -2.238 0.397
H 2.427 2.169 -1.826 0.272
H -1.823 2.230 -2.375 0.417
H -1.747 4.648 -2.768 0.393
H 2.323 0.405 0.323 0.428
H 4.653 -0.333 0.548 0.415
H 5.706 -1.701 -1.234 0.376
H 4.406 -2.294 -3.257 0.388
H 2.076 -1.532 -3.503 0.341
H -1.211 1.092 -4.313 0.360
H -2.213 -0.059 -6.237 0.380
H -2.149 -2.528 -6.395 0.351
H -1.075 -3.841 -4.583 0.399
H -0.107 -2.704 -2.644 0.346

=====

Entry 4:
75
Properties=species:S:1:pos:R:3:mulliken_charge:R:1 method="wB97M-V/def2-TZVPD" homo_lumo_gap_ev="7.225 / 4.774" total_charge=0 total_energy_ha=-4934.16504 spin_multiplicity=5 fmax_ev_per_a=1.833
Rh 0.124 -0.666 -0.954 1.403
C 4.314 -1.688 -3.303 -1.136
Si 3.312 -1.555 -1.678 -0.188
C 2.414 -3.198 -1.385 -0.907
C 4.434 -1.288 -0.143 -0.967
N 2.131 -0.261 -1.775 0.173
C 2.427 1.033 -1.974 0.818
C 3.746 1.536 -2.065 -0.158
C 4.017 2.880 -2.167 -1.168
C 2.986 3.803 -2.246 -0.713
C 1.676 3.356 -2.222 -0.621
C 1.393 2.012 -2.072 0.469
O 0.095 1.536 -2.044 -0.372
C -0.902 2.482 -1.894 -0.410
C -1.838 2.644 -2.906 -0.035
C -2.826 3.604 -2.775 -0.641
C -2.892 4.391 -1.637 -0.585
C -1.988 4.188 -0.606 -0.627
C -0.995 3.235 -0.727 -0.018
H 4.757 -2.675 -3.368 0.362
H 5.118 -0.964 -3.375 0.355
H 3.678 -1.558 -4.173 0.356
H 3.132 -3.989 -1.197 0.440
H 1.813 -3.499 -2.235 0.265
H 1.756 -3.144 -0.522 0.082
H 5.065 -2.157 0.003 0.388
H 3.825 -1.171 0.750 0.256
H 5.076 -0.418 -0.210 0.372
H 4.564 0.839 -2.020 0.269
H 5.044 3.218 -2.189 0.413
H 3.196 4.857 -2.333 0.423
H 0.872 4.071 -2.312 0.429
H -1.779 2.010 -3.775 0.466
H -3.537 3.747 -3.574 0.431
H -3.653 5.150 -1.544 0.414
H -2.056 4.774 0.297 0.421
H -0.288 3.053 0.070 0.541
I -0.830 -5.812 -1.614 0.000
C -2.271 -4.284 -1.559 -0.557
C -3.615 -4.542 -1.751 -0.280
C -4.529 -3.514 -1.679 -0.192
I -6.587 -3.981 -1.900 0.016
C -4.126 -2.192 -1.415 1.097
C -4.989 -1.091 -1.263 -0.603
C -4.470 0.135 -0.937 -1.278
C -3.085 0.288 -0.825 -0.506
N -2.243 -0.706 -1.015 0.210
C -2.735 -1.937 -1.263 -0.110
C -1.765 -2.998 -1.318 -0.022
O -0.527 -2.784 -1.133 -0.525
H -3.939 -5.553 -1.942 0.372
H -6.053 -1.220 -1.388 0.187
H -5.112 0.984 -0.775 0.461
H -2.662 1.252 -0.580 0.795
C -0.398 -0.466 7.076 -1.501
C -0.193 -0.265 5.607 0.745
C 0.320 0.929 5.117 -0.993
C 0.589 1.102 3.773 0.525
C 1.120 2.413 3.285 -1.476
C 0.347 0.042 2.880 0.428
Se 0.980 0.269 1.088 -0.057
C -0.240 -1.143 3.342 0.934
C -0.602 -2.287 2.443 -0.804
C -0.497 -1.272 4.700 -0.894
H -0.125 0.426 7.633 0.335
H 0.220 -1.293 7.424 0.333
H -1.435 -0.715 7.295 0.346
H 0.520 1.746 5.798 0.259
H 1.235 3.113 4.107 0.405
H 0.434 2.846 2.556 0.157
H 2.082 2.278 2.792 0.343
H -0.597 -2.002 1.388 -0.372
H -1.597 -2.651 2.699 0.440
H 0.100 -3.111 2.573 0.342
H -0.937 -2.192 5.060 0.441

=====

Entry 5:
81
Properties=species:S:1:pos:R:3:mulliken_charge:R:1 method="wB97M-V/def2-TZVPD" homo_lumo_gap_ev="7.381 / 7.249" total_charge=+1 total_energy_ha=-2800.69372 spin_multiplicity=3 fmax_ev_per_a=2.016 relative_energy_ev=0.231
Mo -0.610 -1.540 -1.494 -1.450
N 2.415 5.683 -4.220 -0.469
C 1.690 4.783 -3.505 1.206
C 2.331 3.790 -2.744 -0.946
C 1.595 2.897 -1.998 -0.400
C 0.207 2.974 -2.005 -0.648
C -0.449 3.933 -2.768 -0.264
C 0.285 4.826 -3.514 -0.970
S -0.706 1.850 -1.024 1.525
O 0.093 1.461 0.106 -0.539
O -2.033 2.346 -0.799 -0.867
N -0.827 0.440 -1.917 0.210
C -1.269 0.362 -3.183 0.400
N -1.159 -0.943 -3.569 -0.122
C -1.682 -1.266 -4.750 0.065
C -2.248 -0.311 -5.569 -0.897
C -2.243 1.000 -5.107 -0.216
N -1.763 1.346 -3.918 -0.354
H 3.417 5.686 -4.181 0.186
H 1.959 6.416 -4.730 0.185
H 3.413 3.740 -2.744 0.306
H 2.084 2.142 -1.394 0.435
H -1.528 3.975 -2.756 0.509
H -0.215 5.577 -4.114 0.298
H -1.627 -2.305 -5.050 0.447
H -2.668 -0.575 -6.527 0.413
H -2.649 1.812 -5.700 0.458
C 0.801 1.369 3.536 -0.630
O 1.597 0.206 3.807 -0.365
C 0.993 -0.798 4.518 0.652
C 1.529 -1.095 5.765 -0.558
C 0.996 -2.093 6.558 -0.553
C -0.105 -2.807 6.107 -0.694
C -0.627 -2.540 4.858 -0.989
C -0.075 -1.561 4.031 0.304
N -0.695 -1.408 2.760 0.538
C -0.165 -1.324 1.520 -0.183
N 1.156 -1.294 1.374 0.128
C 1.922 -1.244 0.192 -0.222
C 1.413 -1.282 -1.102 1.430
C 2.319 -1.207 -2.167 -0.189
C 3.679 -1.133 -1.953 -1.514
C 4.185 -1.146 -0.656 -0.317
C 3.314 -1.202 0.415 0.837
O 3.693 -1.225 1.717 -0.363
C 5.071 -1.395 2.009 -1.046
N -0.969 -1.420 0.457 0.797
C -2.391 -1.337 0.560 0.654
C -3.148 -2.366 -0.007 -0.220
C -4.534 -2.312 -0.036 -1.029
C -5.176 -1.221 0.519 -0.850
C -4.449 -0.196 1.108 -0.843
C -3.060 -0.233 1.139 0.382
O -2.298 0.707 1.719 0.423
C -2.927 1.917 2.129 -1.301
H 1.280 1.897 2.717 0.201
H 0.770 2.007 4.422 0.390
H -0.213 1.114 3.234 0.148
H 2.368 -0.501 6.103 0.481
H 1.424 -2.300 7.529 0.416
H -0.547 -3.583 6.716 0.412
H -1.469 -3.115 4.488 0.484
H -1.676 -1.638 2.764 0.312
H 1.705 -1.078 2.203 0.173
H 1.940 -1.214 -3.183 0.516
H 4.363 -1.084 -2.790 0.453
H 5.255 -1.122 -0.504 0.508
H 5.129 -1.541 3.083 0.256
H 5.648 -0.511 1.730 0.371
H 5.474 -2.272 1.499 0.416
H -2.636 -3.251 -0.371 0.171
H -5.098 -3.130 -0.461 0.472
H -6.256 -1.158 0.504 0.442
H -4.976 0.637 1.550 0.511
H -2.122 2.598 2.389 0.254
H -3.560 1.745 3.003 0.360
H -3.502 2.347 1.311 0.511
I 0.060 -4.503 -0.789 0.055
C -0.403 -3.387 -2.582 -1.257
H -1.270 -3.883 -3.020 0.573
H 0.447 -3.531 -3.246 0.591

=====

Entry 6:
72
Properties=species:S:1:pos:R:3:mulliken_charge:R:1 method="wB97M-V/def2-TZVPD" homo_lumo_gap_ev=3.618 total_charge=0 total_energy_ha=-1990.04961 spin_multiplicity=1 fmax_ev_per_a=2.228
C -1.747 2.893 7.062 -0.622
N -2.275 2.012 6.038 0.265
C -3.497 2.502 5.432 -0.934
C -1.415 1.197 5.285 -0.128
C -1.528 -0.214 5.371 0.175
C -0.638 -1.030 4.701 -1.011
C 0.376 -0.488 3.863 0.996
C 1.294 -1.333 3.173 -0.505
C 1.996 -0.888 2.058 -0.400
C 2.881 -1.677 1.337 -0.190
C 3.532 -1.243 0.147 0.728
C 4.128 -2.194 -0.731 -0.730
C 4.773 -1.794 -1.885 -0.346
C 4.903 -0.414 -2.188 -0.129
N 5.732 -0.009 -3.245 0.200
C 5.186 0.487 -4.492 -0.934
C 7.074 0.456 -2.955 -0.966
C 4.257 0.537 -1.366 -0.280
C 3.603 0.133 -0.214 -0.944
C 0.435 0.931 3.743 -1.122
C -0.439 1.755 4.427 -0.446
H -0.949 2.381 7.616 0.010
H -1.354 3.834 6.640 0.341
H -2.564 3.136 7.753 0.332
H -3.915 1.738 4.767 0.306
H -4.214 2.720 6.231 0.329
H -3.332 3.427 4.851 0.304
H -2.291 -0.630 6.037 0.369
H -0.684 -2.113 4.818 0.242
H 1.386 -2.373 3.496 0.625
H 1.792 0.114 1.675 0.361
H 3.038 -2.707 1.653 0.496
H 4.063 -3.254 -0.481 0.413
H 5.206 -2.511 -2.588 0.435
H 4.212 0.014 -4.665 0.290
H 5.069 1.584 -4.488 0.305
H 5.871 0.216 -5.305 0.319
H 7.434 -0.022 -2.037 0.300
H 7.733 0.176 -3.783 0.329
H 7.116 1.549 -2.822 0.328
H 4.304 1.593 -1.650 0.395
H 3.154 0.887 0.433 0.387
H 1.209 1.380 3.118 0.469
H -0.395 2.844 4.325 0.393
C 1.775 0.129 9.650 -0.507
C 2.706 -0.895 9.854 -0.527
C 2.792 -1.967 8.957 -0.377
C 1.916 -2.020 7.869 -0.290
S 1.974 -3.399 6.703 1.326
C 2.963 -2.864 5.405 -0.840
C 3.695 -3.765 4.620 1.163
C 4.670 -3.270 3.696 -0.656
C 5.516 -4.132 3.014 -0.682
C 5.382 -5.525 3.183 0.489
C 6.236 -6.479 2.532 0.001
N 6.903 -7.316 2.056 -0.569
C 4.376 -6.027 4.022 -0.887
C 3.532 -5.184 4.712 -0.614
O 2.616 -4.422 7.498 -0.705
O 0.620 -3.610 6.223 -0.650
C 0.967 -1.021 7.690 -0.222
C 0.906 0.072 8.556 -0.083
H 1.724 0.972 10.343 0.378
H 3.368 -0.872 10.716 0.370
H 3.518 -2.763 9.114 0.444
H 3.127 -1.797 5.357 0.619
H 4.729 -2.187 3.560 0.483
H 6.282 -3.735 2.343 0.466
H 4.263 -7.109 4.128 0.409
H 2.759 -5.615 5.342 0.421
H 0.261 -1.108 6.868 0.142
H 0.172 0.855 8.372 0.144